1.
The following is a quantum chemistry calculation of a gas-phase ion, C7H5N2O3P (charge -2) at a distorted geometry, from the Open Molecules 2025 dataset.

Last column: Löwdin charge in e.
Cartesian coordinates (Å):
C: -4.1380 1.9991 -0.0661  -0.372
C: 0.7157 -1.3954 -0.1647  -0.079
C: -0.6613 -0.9164 -0.3750  -0.026
C: 1.3901 -0.3499 0.4342  -0.188
C: -0.7100 0.4062 0.0824  -0.319
C: -1.7613 1.3337 0.2613  0.037
C: -3.3228 0.8638 -0.2119  -0.112
N: -4.6596 3.0203 -0.0220  0.060
N: 0.5908 0.7666 0.4516  0.023
O: -5.2408 -0.7552 0.4551  -0.446
O: -3.7752 -1.5050 -1.5082  -0.444
O: -2.8582 -1.5593 0.9102  -0.463
P: -3.8637 -0.9711 -0.1140  0.011
H: 1.1903 -2.3090 -0.5295  0.072
H: -1.5490 -1.4753 -0.7087  0.067
H: 2.2858 -0.2571 0.9407  0.056
H: -1.7839 2.1849 0.8611  0.038
H: 0.6792 1.3626 1.1845  0.085

## Properties
**HOMO energy (spin up / spin down)**: -0.00155 / 0.00199 Ha
**SMILES**: N#C/C(=C/c1ccc[nH]1)P(=O)([O-])[O-]
**Net charge**: -2
**Total energy**: -946.29772 Eh



2.
The following is a quantum chemistry calculation of 2 unconnected molecules or ions with the total composition C7H5NO2 at a distorted geometry, from the Open Molecules 2025 dataset.

Last column: Löwdin charge in e.
Cartesian coordinates (Å):
C: 0.7989 0.3221 -1.0657  -0.088
C: -0.5015 0.8483 -0.9632  -0.036
C: 1.4209 -0.4453 -0.1007  -0.022
C: -1.3481 0.7251 0.2300  0.008
C: 0.6145 -0.5836 1.0027  -0.099
C: -0.6465 0.0251 1.1837  -0.121
C: -0.0345 -0.6731 2.3291  -0.115
N: 0.4597 0.0059 3.5119  -0.398
O: 0.6923 1.1842 3.3314  0.091
O: 0.6552 -0.5875 4.5448  0.079
H: 1.4741 0.5110 -1.8145  0.076
H: -0.9862 1.4907 -1.7456  0.113
H: 2.4810 -0.8126 -0.2527  0.135
H: -2.3189 1.2013 0.5314  0.124
H: -0.5083 -2.1538 2.6836  0.254

## Properties
**HOMO energy**: -0.34617 Ha
**Net charge**: 0
**Total energy**: -474.69187 Eh



3.
The following is a quantum chemistry calculation of C7H6 in the gas phase at a distorted geometry, from the Open Molecules 2025 dataset.

Last column: Löwdin charge in e.
Cartesian coordinates (Å):
C: 2.4276 2.0574 -0.3087  0.107
C: 1.5566 1.2044 -0.0003  -0.128
C: 0.5457 0.2756 0.0588  -0.308
C: -0.5844 0.3923 -0.7638  0.014
C: -1.5112 -0.7789 -0.4056  -0.171
C: -0.7856 -1.5025 0.7371  -0.053
C: 0.3303 -0.7936 0.9903  -0.078
H: 3.1424 2.9702 -0.3049  0.065
H: -0.6435 0.9534 -1.6781  0.108
H: -1.6938 -1.3257 -1.2643  0.076
H: -2.5485 -0.2777 -0.3549  0.149
H: -1.1147 -2.3232 1.3022  0.079
H: 0.8791 -0.8518 1.9922  0.139

## Properties
**HOMO energy**: -0.30466 Ha
**SMILES**: C#CC1=CCC=C1
**Net charge**: 0
**Total energy**: -270.18913 Eh



4.
The following is a quantum chemistry calculation of a molecular structure, C7H6 at a distorted geometry, from the Open Molecules 2025 dataset.

Last column: Löwdin charge in e.
Cartesian coordinates (Å):
C: -2.0525 0.6456 -0.0046  -0.131
C: -2.8853 -0.3167 -0.1238  0.046
C: -1.3236 -0.9692 -0.0202  -0.157
C: 2.2383 0.4720 -0.1511  0.037
C: -0.7531 1.1975 0.1042  0.007
C: 1.2407 -0.3575 0.1545  -0.133
C: -0.1365 0.0031 0.1017  -0.253
H: -1.4224 -1.6132 0.8497  0.121
H: -1.2627 -1.5423 -0.9441  0.123
H: 2.0563 1.4838 -0.4760  0.061
H: 3.2685 0.1634 -0.1036  0.054
H: -0.4258 2.2140 0.1787  0.115
H: 1.4582 -1.3805 0.4347  0.109

## Properties
**HOMO energy**: -0.31589 Ha
**Net charge**: 0
**Total energy**: -270.11686 Eh



5.
The following is a quantum chemistry calculation of C7H6 in the gas phase at a distorted geometry, from the Open Molecules 2025 dataset.

Last column: Löwdin charge in e.
Cartesian coordinates (Å):
C: 0.2564 1.7183 -1.5392  -0.084
C: 1.1200 0.8773 -1.1270  0.043
C: -0.0040 0.6921 0.6206  -0.021
C: -0.0128 -0.6471 0.4626  -0.085
C: -0.5692 1.9265 -0.2926  -0.125
C: 1.2783 0.1022 0.0870  -0.184
C: -0.4886 -2.0947 0.4992  -0.039
H: -0.3533 2.9557 -0.0342  0.091
H: -1.5478 1.7893 -0.7312  0.093
H: 2.1672 0.2565 0.5400  0.078
H: -0.9547 -2.3838 -0.4088  0.056
H: -1.2130 -2.3180 1.3012  0.080
H: 0.3216 -2.8743 0.6226  0.095

## Properties
**HOMO energy (spin up / spin down)**: -0.31590 / -0.31593 Ha
**SMILES**: CC1=C2CC#C[C@H]12
**Net charge**: 0
**Total energy**: -270.01805 Eh



6.
The following is a quantum chemistry calculation of C7H6 in the gas phase at a distorted geometry, from the Open Molecules 2025 dataset.

Last column: Löwdin charge in e.
Cartesian coordinates (Å):
C: -1.8240 0.3597 1.6479  -0.110
C: -0.7578 -0.4952 1.8515  -0.092
C: -1.9225 0.6107 0.3560  0.022
C: -1.4747 0.2237 -0.8334  0.058
C: 0.1834 -0.5661 0.8456  -0.092
C: -0.1903 -0.3443 -0.4923  -0.275
C: 0.8927 -0.5329 -1.6940  -0.053
H: -2.3785 0.8162 2.4468  0.110
H: -0.4074 -0.7753 2.8521  0.118
H: 1.1956 -1.0081 0.9105  0.115
H: 0.9218 -1.4910 -2.2374  0.067
H: 1.8638 -0.4711 -1.0644  0.074
H: 1.0715 0.3798 -2.2665  0.059

## Properties
**HOMO energy**: -0.34650 Ha
**SMILES**: Cc1c#cccc1
**Net charge**: 0
**Total energy**: -270.14994 Eh